Entry 1:
C22H27FN2O3S2 | ωB97M-V with the def2-TZVPD basis set

Last column: Mulliken charge in e.
CARTESIAN COORDINATES (ANGSTROEM)
S (0.865, -3.009, 0.903)  -0.219
S (0.964, 1.825, -1.751)  0.948
F (-2.906, 1.976, -6.156)  -0.331
O (1.095, 0.455, -1.335)  -0.418
O (2.150, 2.473, -2.224)  -0.722
O (-1.761, 0.941, -1.007)  -0.654
N (0.341, 2.677, -0.444)  0.310
N (-0.906, -0.469, 0.535)  0.000
C (-0.817, -3.839, 2.960)  -0.856
C (1.353, 6.687, 0.234)  -0.476
C (0.923, 4.867, -1.278)  -0.292
C (-0.152, 0.968, -4.061)  -0.408
C (0.541, -5.606, 1.802)  -1.080
C (-1.023, 0.729, -0.065)  -0.099
C (-1.046, 0.982, -5.118)  -0.835
C (1.127, 5.839, 1.303)  -0.752
C (-0.264, 1.911, -3.057)  0.232
C (1.257, 6.189, -1.055)  -0.969
C (-2.153, 2.899, -4.129)  -0.890
C (-0.114, -2.493, -0.543)  -0.587
C (0.807, 4.509, 1.092)  -0.353
C (-0.241, 1.863, 0.599)  -0.483
C (1.019, -5.020, 4.192)  -0.708
C (0.276, -3.700, 4.015)  -0.666
C (-0.236, -4.306, 1.630)  0.050
C (-1.253, 2.874, -3.078)  0.049
C (0.695, 4.008, -0.204)  0.776
C (1.626, -5.458, 2.864)  -0.580
C (-2.032, 1.953, -5.133)  0.394
C (-1.334, -1.678, -0.133)  -0.864
H (-0.142, -0.618, 1.183)  0.197
H (-1.034, -4.447, 0.897)  0.510
H (2.156, -6.405, 2.984)  0.326
H (0.984, -2.934, 3.691)  0.331
H (1.207, 6.208, 2.315)  0.384
H (0.558, -1.863, -1.127)  0.310
H (-0.390, -3.379, -1.114)  0.463
H (-0.159, -6.393, 2.098)  0.402
H (-1.555, -4.575, 3.292)  0.410
H (-2.944, 3.631, -4.175)  0.441
H (0.990, -5.893, 0.849)  0.337
H (1.607, 7.722, 0.403)  0.388
H (-1.983, -2.252, 0.537)  0.337
H (0.629, 0.228, -3.996)  0.457
H (-0.163, -3.383, 4.962)  0.356
H (1.805, -4.906, 4.940)  0.334
H (1.437, 6.837, -1.899)  0.379
H (-0.951, 2.473, 1.167)  0.519
H (-1.906, -1.378, -1.014)  0.449
H (-1.330, -2.883, 2.830)  0.274
H (0.656, 3.865, 1.943)  0.419
H (2.343, -4.706, 2.529)  0.334
H (0.866, 4.489, -2.285)  0.387
H (0.325, -5.786, 4.548)  0.318
H (0.525, 1.462, 1.274)  0.458
H (-0.990, 0.258, -5.916)  0.453
H (-1.339, 3.582, -2.271)  0.509

Calculated values
relative energy (zero: lowest compared OMol25 entry of this formula, charge and spin)	7.7	kcal/mol
E_tot	-56763.206	eV
LUMO energy	0.6356	eV
Kohn-Sham gap	9.330	eV
SMILES string	O=C(CN(c1ccccc1)S(=O)(=O)c1ccc(F)cc1)NCCSC1CCCCC1
highest occupied orbital energy	-0.320	Eh

---

Entry 2:
C6H11NO | ωB97M-V with the def2-TZVPD basis set

Last column: Mulliken charge in e.
CARTESIAN COORDINATES (ANGSTROEM)
O (-1.390, -0.778, 1.166)  -0.486
N (2.573, -0.145, -0.198)  -0.800
C (-2.188, 0.364, -0.532)  -0.511
C (1.124, -0.380, 0.303)  0.478
C (0.246, -1.023, -0.757)  -0.888
C (-1.148, -0.533, -0.223)  0.336
C (-0.948, 0.972, -0.125)  -0.175
C (0.421, 0.960, 0.699)  -0.830
H (0.334, 1.289, 1.906)  0.236
H (-2.788, 0.496, -1.512)  0.187
H (-1.996, -1.404, 1.144)  0.296
H (0.369, -0.983, -1.835)  0.332
H (-2.914, 0.187, 0.052)  0.349
H (-0.572, 1.249, -1.201)  0.117
H (1.526, -0.897, 1.307)  0.215
H (3.097, 0.212, 0.496)  0.281
H (1.218, 1.733, 0.393)  0.348
H (2.618, 0.751, -0.812)  0.247
H (0.418, -2.070, -0.270)  0.268

Calculated values
relative energy (zero: lowest compared OMol25 entry of this formula, charge and spin)	178.5	kcal/mol
E_tot	-9930.712	eV
LUMO energy	0.8188	eV
Kohn-Sham gap	9.651	eV
SMILES string	N[C@H]1C[C@@H]2C[C@@]2(O)C1
highest occupied orbital energy	-0.325	Eh

---

Entry 3:
H15O7S | ωB97M-V with the def2-TZVPD basis set

Last column: Mulliken charge in e.
CARTESIAN COORDINATES (ANGSTROEM)
S (-0.671, 0.538, -2.430)  -0.827
O (-2.596, 1.380, 0.087)  -0.632
O (2.493, 1.554, -1.912)  -0.630
O (0.435, 0.511, 3.374)  -0.710
O (-0.376, -2.657, -1.032)  -0.663
O (0.641, 1.712, 0.904)  -0.668
O (-1.540, -1.008, 1.865)  -0.659
O (2.591, -2.063, -0.109)  -0.652
H (1.767, -2.353, -0.584)  0.349
H (-1.476, -1.806, 1.304)  0.325
H (1.033, 1.570, 0.033)  0.313
H (-2.050, -0.386, 1.265)  0.344
H (3.075, 0.836, -1.708)  0.312
H (-2.316, 1.221, -0.911)  0.252
H (1.687, 1.105, -2.236)  0.269
H (-3.534, 1.545, -0.043)  0.256
H (-0.238, -1.726, -1.295)  0.286
H (-0.064, 1.684, -1.795)  -0.020
H (2.347, -1.235, 0.295)  0.314
H (-0.294, 1.523, 0.797)  0.359
H (-0.257, -0.161, 3.107)  0.348
H (0.603, 1.037, 2.556)  0.426
H (-1.262, -2.820, -1.531)  0.308

Calculated values
relative energy (zero: lowest compared OMol25 entry of this formula, charge and spin)	14.0	kcal/mol
E_tot	-25413.935	eV
LUMO energy	3.0256	eV
Kohn-Sham gap	7.811	eV
highest occupied orbital energy	-0.176	Eh
charge	-1